No. 1
Entry from OMol25: a single C14H25N3O2S molecule (ωB97M-V/def2-TZVPD).

As for the HOMO energy: -7.96 eV. The calculation puts the energy above the lowest of the compared OMol25 structures with the same formula, charge and spin at 172.9 kJ/mol. For the strongest force on any atom, the calculation gives 0.01906 Eh/bohr. Its gap between HOMO and LUMO is 8.71 eV. The SMILES is C=CCn1c(CC[C@H](O)COCCCCC)n[nH]c1=S.

```
45
C14H25N3O2S | OMol25 | ωB97M-V/def2-TZVPD
C -3.05995 2.17297 -4.16194
C -1.85512 1.92439 -4.63807
C -0.63250 2.71959 -4.29139
N 0.44919 1.86864 -3.86838
C 0.54940 1.12891 -2.72142
N 1.66103 0.46127 -2.69533
N 2.30173 0.77079 -3.85185
C 1.58722 1.63787 -4.60927
S 1.97187 2.27139 -6.07060
H 3.20395 0.38467 -4.07087
C -0.51337 1.09801 -1.68545
H -1.38183 0.58442 -2.10925
H -0.81830 2.12349 -1.46112
C -0.06189 0.39675 -0.40467
H -0.92946 0.08290 0.17406
H 0.51961 -0.48769 -0.67060
C 0.78175 1.30649 0.49518
O 1.88426 1.86802 -0.16888
H 2.34316 1.16204 -0.64395
C 1.23436 0.52616 1.74081
O 0.09034 0.11009 2.44732
C 0.34416 -0.42146 3.73011
C 1.04481 -1.78591 3.71522
C 0.29702 -2.81916 2.86197
C -0.54958 -3.80246 3.67068
C -1.70217 -3.14592 4.42033
H -1.33424 -2.48698 5.20267
H -2.31763 -2.56486 3.73723
H -2.32824 -3.90437 4.88572
H -0.95628 -4.54795 2.98284
H 0.09185 -4.32867 4.38199
H 1.01911 -3.39742 2.28111
H -0.34213 -2.28630 2.15461
H 2.05792 -1.65193 3.33137
H 1.13364 -2.13399 4.74517
H -0.64434 -0.50823 4.18471
H 0.94371 0.29039 4.31855
H 1.85958 1.17902 2.36770
H 1.84254 -0.33490 1.42409
H 0.17605 2.15777 0.82640
H -0.26537 3.24082 -5.18558
H -0.85069 3.45424 -3.51090
H -1.68557 1.11401 -5.33427
H -3.91734 1.59199 -4.45369
H -3.24226 2.98109 -3.47236
```

***

No. 2
Entry from OMol25: a molecular structure, C4H8O2 (ωB97M-V/def2-TZVPD).

As for the HOMO energy (alpha / beta): -7.84 / -7.84 eV. The calculation puts the energy above the lowest of the compared OMol25 structures with the same formula, charge and spin at 506.1 kJ/mol. For the strongest force on any atom, the calculation gives 0.00976 Eh/bohr. Its gap between HOMO and LUMO (alpha / beta) is 7.91 / 7.91 eV.

```
14
C4H8O2 | OMol25 | ωB97M-V/def2-TZVPD
C -0.65509 -0.46641 1.17291
C 0.92373 0.15182 -0.49093
C -0.23427 0.22808 -1.34928
O -1.33725 -0.46945 -0.58601
C 1.33239 1.25800 0.29570
O 2.14384 1.20678 1.21655
H 0.30815 -0.79898 1.54118
H -1.46695 -1.16220 1.36826
H -0.87732 0.54728 1.48052
H 1.54590 -0.73858 -0.50605
H -0.62926 1.23693 -1.49418
H -0.17202 -0.29924 -2.30340
H -1.33422 -1.40119 -0.86073
H 0.77451 2.20306 0.07442
```

***

No. 3
Entry from OMol25: 2 unconnected molecules or ions with the total composition C5H13N3O at a distorted geometry (ωB97M-V/def2-TZVPD).

As for the HOMO energy: -8.84 eV. The calculation puts the energy above the lowest of the compared OMol25 structures with the same formula, charge and spin at 313.7 kJ/mol. For the strongest force on any atom, the calculation gives 0.09449 Eh/bohr. Its gap between HOMO and LUMO is 9.63 eV. The SMILES is [H]/N=C(/C)C(N)=O.CCN.

```
22
C5H13N3O | OMol25 | ωB97M-V/def2-TZVPD
C 0.12228 -1.00887 1.35676
C 0.01060 -0.58330 2.79905
C -0.47266 1.28956 -0.46555
N 0.86852 1.46753 -0.22230
N 1.45834 -1.03106 0.83858
O -1.22525 2.26122 -0.39324
H -0.23459 -2.04564 1.28063
H 1.11949 2.37003 0.15489
H 1.45356 0.67136 0.03643
H 1.63088 -1.73414 0.13144
H 2.20577 -0.97170 1.51810
H -0.89682 -0.15814 3.22725
H 0.15630 -1.50890 3.37179
H 0.70399 0.12685 3.25979
C -0.35525 0.37048 -3.11350
C -0.89419 0.19365 -1.73625
N -1.99567 -0.37809 -1.55791
H -2.37776 -0.18751 -0.62379
H -0.66015 -0.27623 0.57766
H -1.05973 0.01773 -3.86583
H -0.06856 1.39739 -3.33349
H 0.51090 -0.28223 -3.24050
```

***

No. 4
Entry from OMol25: a molecular structure, C3H6NOS3 at a distorted geometry (ωB97M-V/def2-TZVPD).

Its net charge is +1. As for the HOMO energy: -12.94 eV. The calculation puts the energy above the lowest of the compared OMol25 structures with the same formula, charge and spin at 41.5 kJ/mol. For the strongest force on any atom, the calculation gives 0.07724 Eh/bohr. Its gap between HOMO and LUMO is 6.91 eV.

```
14
C3H6NOS3 | OMol25 | ωB97M-V/def2-TZVPD
C -3.61044 -0.71474 0.20436
C 2.49589 -0.35655 0.07027
C 2.02795 1.01129 0.14497
N -2.33981 -0.54158 0.15609
O 3.75254 -0.43474 -0.21628
S -4.87241 0.35359 -0.30579
S 1.48489 -1.64661 0.10333
S -0.92191 -0.30037 -0.13797
H -3.94587 -1.53590 0.85156
H 2.14855 1.50646 -0.93509
H 2.69728 1.61647 0.83401
H 0.96891 1.03489 0.45206
H -4.02316 1.30483 -0.89604
H 4.13761 -1.29703 -0.32549
```

***

No. 5
Entry from OMol25: a molecular structure, C11H27N5O2PPdS (ωB97M-V/def2-TZVPD).

Its net charge is +1. As for the HOMO energy (alpha / beta): -11.39 / -11.39 eV. The calculation puts the energy above the lowest of the compared OMol25 structures with the same formula, charge and spin at 24.2 kJ/mol. For the strongest force on any atom, the calculation gives 0.01637 Eh/bohr. Its gap between HOMO and LUMO (alpha / beta) is 7.29 / 7.29 eV.

```
48
C11H27N5O2PPdS | OMol25 | ωB97M-V/def2-TZVPD
Pd 0.46369 0.05145 0.21991
C 4.36343 -0.48869 -1.93012
C 3.16574 -0.29397 -1.05476
N 1.99951 0.03504 -1.48407
O 1.90974 0.14748 -2.86519
C 3.28810 -0.46617 0.40948
C 4.59432 -0.61248 1.11355
N 2.16638 -0.42405 1.06163
O 2.02658 -0.37175 2.31233
H 4.16977 -0.16851 -2.94567
H 4.65002 -1.54252 -1.94131
H 5.20727 0.07170 -1.52729
H 0.96779 0.28623 -3.03022
H 5.16776 -1.44183 0.69664
H 4.41756 -0.79211 2.16976
H 5.19841 0.29210 1.01559
N -0.28208 -1.10917 3.30561
N 0.32649 -2.33666 3.00956
C 0.32789 -2.92407 1.82978
N 0.87250 -4.14747 1.74264
S -0.37703 -2.22675 0.42837
H 0.37046 -0.37728 3.01462
H -1.12253 -1.03520 2.73698
H 0.82049 -2.75359 3.78551
H 1.17615 -4.66155 2.55313
H 0.90547 -4.59756 0.84479
C -0.60451 2.55995 -2.34538
C -1.57888 2.51469 -1.17089
P -1.64303 0.89232 -0.32761
C -2.58501 1.18132 1.21160
C -3.66620 2.26734 1.17795
C -2.65720 -0.17944 -1.39598
C -4.13298 0.18505 -1.56112
H -0.58509 3.55546 -2.78713
H -0.90394 1.86722 -3.13631
H 0.41061 2.31645 -2.03356
H -2.58769 2.76599 -1.50559
H -1.30818 3.25918 -0.41975
H -1.84491 1.42073 1.97882
H -3.00990 0.21228 1.48908
H -3.23606 3.25062 0.99293
H -4.17376 2.31099 2.14140
H -4.41919 2.08094 0.41470
H -2.55271 -1.19092 -0.99882
H -2.14954 -0.18498 -2.36581
H -4.67505 0.08796 -0.62035
H -4.60237 -0.48800 -2.27845
H -4.26830 1.20220 -1.93101
```

***

What did the second record say?
Entry from OMol25: a molecular structure, C4H8O2 (ωB97M-V/def2-TZVPD).

As for the HOMO energy (alpha / beta): -7.84 / -7.84 eV. The calculation puts the energy above the lowest of the compared OMol25 structures with the same formula, charge and spin at 506.1 kJ/mol. For the strongest force on any atom, the calculation gives 0.00976 Eh/bohr. Its gap between HOMO and LUMO (alpha / beta) is 7.91 / 7.91 eV.

```
14
C4H8O2 | OMol25 | ωB97M-V/def2-TZVPD
C -0.65509 -0.46641 1.17291
C 0.92373 0.15182 -0.49093
C -0.23427 0.22808 -1.34928
O -1.33725 -0.46945 -0.58601
C 1.33239 1.25800 0.29570
O 2.14384 1.20678 1.21655
H 0.30815 -0.79898 1.54118
H -1.46695 -1.16220 1.36826
H -0.87732 0.54728 1.48052
H 1.54590 -0.73858 -0.50605
H -0.62926 1.23693 -1.49418
H -0.17202 -0.29924 -2.30340
H -1.33422 -1.40119 -0.86073
H 0.77451 2.20306 0.07442
```

***

What did the third record say?
Entry from OMol25: 2 unconnected molecules or ions with the total composition C5H13N3O at a distorted geometry (ωB97M-V/def2-TZVPD).

As for the HOMO energy: -8.84 eV. The calculation puts the energy above the lowest of the compared OMol25 structures with the same formula, charge and spin at 313.7 kJ/mol. For the strongest force on any atom, the calculation gives 0.09449 Eh/bohr. Its gap between HOMO and LUMO is 9.63 eV. The SMILES is [H]/N=C(/C)C(N)=O.CCN.

```
22
C5H13N3O | OMol25 | ωB97M-V/def2-TZVPD
C 0.12228 -1.00887 1.35676
C 0.01060 -0.58330 2.79905
C -0.47266 1.28956 -0.46555
N 0.86852 1.46753 -0.22230
N 1.45834 -1.03106 0.83858
O -1.22525 2.26122 -0.39324
H -0.23459 -2.04564 1.28063
H 1.11949 2.37003 0.15489
H 1.45356 0.67136 0.03643
H 1.63088 -1.73414 0.13144
H 2.20577 -0.97170 1.51810
H -0.89682 -0.15814 3.22725
H 0.15630 -1.50890 3.37179
H 0.70399 0.12685 3.25979
C -0.35525 0.37048 -3.11350
C -0.89419 0.19365 -1.73625
N -1.99567 -0.37809 -1.55791
H -2.37776 -0.18751 -0.62379
H -0.66015 -0.27623 0.57766
H -1.05973 0.01773 -3.86583
H -0.06856 1.39739 -3.33349
H 0.51090 -0.28223 -3.24050
```

***

Question: Which formula does entry 5 have?
Answer: C11H27N5O2PPdS